ORCA calculation (ωB97M-V/def2-TZVPD) on a single C2H4N2S3 molecule in a non-equilibrium geometry.

The geometry in ORCA input format:
```
! RIJCOSX wB97M-V def2-TZVPD def2/J DEFGRID3
* xyz 0 1
S 0.49 0.71 -0.10
S 0.58 -2.36 -0.68
S -3.07 1.00 2.06
N -1.70 1.21 1.07
N 2.35 -0.60 -1.49
C -0.83 0.19 0.81
C 1.18 -0.80 -0.88
H -1.05 -0.86 0.97
H 2.61 0.37 -1.84
H 2.88 -1.27 -1.99
H -3.43 2.40 2.07
*
```

## Properties
Total energy ... -1382.6234 a.u.
HOMO level ... -8.408 eV



ORCA calculation (ωB97M-V/def2-TZVPD) on a single C2H4N2S3 molecule in a non-equilibrium geometry.

The geometry in ORCA input format:
```
! RIJCOSX wB97M-V def2-TZVPD def2/J DEFGRID3
* xyz 0 1
S 0.16 0.71 -1.97
S 2.29 0.46 -0.08
S -1.29 -1.16 1.40
N 0.46 -1.49 -0.40
N -0.29 -2.13 0.36
C 0.51 -0.11 -0.37
C -0.75 0.35 0.65
H 1.98 1.05 1.15
H -0.38 1.10 1.35
H -1.23 0.36 -2.07
H -1.45 0.86 -0.02
*
```

## Properties
Total energy ... -1382.5990 a.u.
HOMO level ... -9.475 eV



ORCA calculation (ωB97M-V/def2-TZVPD) on 2 unconnected molecules or ions with the total composition C2H4N3 in a non-equilibrium geometry.

The geometry in ORCA input format:
```
! RIJCOSX wB97M-V def2-TZVPD def2/J DEFGRID3
* xyz 1 1
N -0.66 -0.94 -0.48
N 1.74 0.46 -0.39
N -1.52 -0.22 -0.25
C 2.69 -0.19 -0.02
C -2.58 0.43 0.10
H -3.25 0.99 -0.50
H 3.69 0.33 0.07
H -2.58 0.39 1.15
H 2.47 -1.25 0.34
*
```

## Properties
Total energy ... -242.3973 a.u.
HOMO level (spin up / spin down) ... -13.496 / -16.412 eV



ORCA calculation (ωB97M-V/def2-TZVPD) on a gas-phase ion, C2H4N3 (charge +1) in a non-equilibrium geometry.

The geometry in ORCA input format:
```
! RIJCOSX wB97M-V def2-TZVPD def2/J DEFGRID3
* xyz 1 1
N 0.44 -0.53 0.46
N 0.00 0.94 0.21
N -2.14 -0.16 -0.21
C -0.98 0.08 -0.01
C 1.19 0.37 -0.37
H -2.77 -0.90 0.02
H 1.38 0.09 -1.50
H 0.70 -0.72 1.47
H 2.18 0.83 -0.07
*
```

## Properties
Total energy ... -242.4425 a.u.
HOMO level ... -16.792 eV